*A*
Formula: C3H6O3
Source: OMol25
Level of theory: wB97M-V/def2-TZVPD

Geometry (Å):
H 1.3816 -0.9450 0.8493
H -2.0574 -0.0146 1.2210
H -0.8789 1.8664 -0.1715
H 1.8510 1.1572 -0.6473
H -1.4338 -1.5854 0.4687
H 0.9393 -1.4125 -0.8008
O 2.1517 0.2379 -0.6450
C 1.1035 -0.5499 -0.1441
O -0.0599 1.5387 0.2373
O -1.3552 0.0227 -0.8529
C -1.4163 -0.5002 0.4843
C -0.2255 0.1848 0.0009

charge	0
HOMO	-10.383	eV
E_LUMO	0.82	eV
SMILES	OC[C@]1(O)CO1
HOMO-LUMO gap	11.20	eV


*B*
Formula: C3H6O3
Source: OMol25
Level of theory: wB97M-V/def2-TZVPD

Geometry (Å):
O 1.5680 -0.8739 2.8655
H 0.0007 -0.4280 1.6129
C -0.2862 -0.2261 -0.8954
H 2.2552 -0.6399 2.2001
H -1.4294 -0.5751 -2.7038
H 0.3235 0.4943 -0.3698
H -1.0018 1.3403 -3.5841
H -0.3914 -1.2323 -0.3717
C -0.8360 0.1253 -2.0879
O 0.0079 0.7230 3.3365
O -0.6828 1.4110 -2.6042
C 0.4723 -0.1185 2.6019

charge	0
HOMO	-9.387	eV
E_LUMO	0.54	eV
SMILES	C=CO.O=CO
HOMO-LUMO gap	9.93	eV


*C*
Formula: C3H6O3
Source: OMol25
Level of theory: wB97M-V/def2-TZVPD

Geometry (Å):
H -0.6796 2.0791 1.4270
C 0.9942 -0.2283 -0.8967
H 1.4108 -0.1778 -1.9011
O -0.5904 -0.7727 0.4958
H -1.3602 0.2396 -1.3270
H -0.1198 -2.3986 -0.9376
O -1.3938 1.6094 1.8732
C 0.1117 -1.4001 -0.5957
O 1.8611 0.3177 0.0286
H 1.4527 0.1707 0.8954
C -0.4964 -0.1150 -0.7844
H -1.1904 0.6761 1.7225

charge	0
HOMO	-10.036	eV
E_LUMO	0.83	eV
SMILES	O[C@H]1[C@H]2O[C@@H]12.O
HOMO-LUMO gap	10.87	eV


*D*
Formula: C3H6O3
Source: OMol25
Level of theory: wB97M-V/def2-TZVPD

Geometry (Å):
H 1.2645 0.2749 -1.4376
C -0.9692 -0.8225 0.4225
O -1.6343 0.5635 -0.4772
H -1.1619 -0.4603 1.4468
H 1.0358 0.6213 1.8545
H -0.9755 0.5284 -1.2138
O 0.6280 -0.4535 -1.3227
H -2.2435 -0.1628 -0.6896
H 1.0018 -1.5107 0.4532
C 0.4893 -0.6088 0.0810
C 1.0810 0.6091 0.7492
O 1.5257 1.5408 0.1165

charge	0
HOMO	-8.328	eV
E_LUMO	0.60	eV
HOMO-LUMO gap	8.93	eV


Result of the stability comparison: *D* is the least stable of them.


*A*
Formula: C3H6O3
Source: OMol25
Level of theory: wB97M-V/def2-TZVPD

Geometry (Å):
C 2.1462 -0.7095 0.8712
H -1.3185 0.6449 0.9438
H 2.6934 0.1908 1.2007
H -2.8802 0.7569 -0.7441
O -2.4633 -0.1082 -0.6533
O 0.8070 1.2395 -0.5052
O 1.2335 -1.1828 1.5022
H 2.4937 -1.1556 -0.0812
H -0.8864 -0.9408 0.3057
C -0.1887 0.6700 -0.8883
H -0.3996 0.5364 -1.9709
C -1.2372 0.0585 0.0193

charge	0
HOMO	-10.042	eV
E_LUMO	0.60	eV
SMILES	O=CCO.C=O
HOMO-LUMO gap	10.64	eV


*B*
Formula: C3H6O3
Source: OMol25
Level of theory: wB97M-V/def2-TZVPD

Geometry (Å):
O 1.0193 -0.3800 -1.2326
O 2.3767 1.1308 0.7916
H 0.5351 -1.4001 0.6861
O -1.2558 0.8565 -1.1294
H -1.2372 -0.1622 1.1678
H -0.3793 0.5543 -1.5468
C 0.6496 -0.3586 -0.0071
H 0.9125 0.4965 2.0411
H -1.2784 -1.2770 -0.3190
H -1.9519 0.5343 -1.7194
C 1.3834 0.5035 1.0269
C -0.7741 -0.4981 0.2409

charge	0
HOMO	-9.215	eV
E_LUMO	-0.22	eV
HOMO-LUMO gap	8.99	eV


Result of the stability comparison: *B* is the least stable of them.